Record 1
Entry from the Open Molecules 2025 dataset: a molecular structure, C15H30IN5STi (ωB97M-V/def2-TZVPD).

Kohn-Sham gap (spin up / spin down): 6.83 / 7.19 eV
2S+1: 2
Total charge: +3
E: -2407.82734 Ha

Structure (XYZ):
```
53
Properties=species:S:1:pos:R:3:forces:R:3
Ti -0.11746 -0.00563 -0.05471 -0.20 0.48 -0.29
C -0.13066 -3.06867 0.09944 0.50 -0.34 0.43
C 0.82471 -2.56461 1.18124 -0.31 -0.56 -0.03
N 1.40789 -1.25950 0.77833 0.63 -0.20 0.49
C 2.59806 -1.34895 -0.10597 0.58 -0.03 -0.37
C 2.30083 -1.72307 -1.55491 0.15 0.09 -0.03
S 0.91610 -0.74882 -2.26995 0.05 -0.39 0.12
C -0.31036 -2.02333 -2.75242 -0.03 0.19 -0.02
C -1.45683 -2.13359 -1.74601 -0.23 -0.05 -0.50
N -0.98811 -1.94752 -0.35478 -0.58 -0.51 0.34
H -0.72990 -3.89796 0.49056 0.04 0.13 -0.10
H 0.43227 -3.46508 -0.74396 -0.15 0.09 0.02
H 1.59614 -3.32114 1.37614 -0.07 0.22 0.00
H 0.27376 -2.42145 2.11907 0.12 0.04 -0.13
H 1.76707 -0.83227 1.63835 -0.10 -0.08 -0.22
H 3.32416 -2.07272 0.28848 -0.15 0.12 0.02
H 3.08715 -0.36871 -0.09878 -0.12 -0.16 0.13
H 2.08804 -2.78238 -1.68277 -0.04 0.07 -0.08
H 3.17788 -1.49444 -2.16505 -0.05 -0.09 0.09
H 0.22589 -2.95843 -2.90475 0.03 0.03 0.01
H -0.69941 -1.72212 -3.72680 0.03 -0.08 0.05
H -1.94043 -3.11172 -1.87069 0.00 0.19 0.08
H -2.21092 -1.36594 -1.95744 0.08 -0.14 0.08
H -1.82070 -1.97478 0.24424 0.09 0.00 -0.17
N -0.96039 0.28923 1.94005 0.07 0.09 0.45
C -2.40654 0.05774 2.21267 -0.74 -0.08 -0.13
C -3.23424 0.42949 0.98733 0.15 0.18 0.29
C -3.01742 1.87774 0.49985 -0.07 -0.20 -0.29
C -2.67241 1.91933 -0.98484 -0.62 0.43 0.43
N -1.29436 1.39045 -1.25391 0.05 0.44 -0.58
H -0.45179 -0.10841 2.73932 0.02 0.29 -0.30
H -0.83958 1.30553 2.01571 0.18 -0.18 0.20
H -2.72345 0.66279 3.06982 0.11 -0.17 -0.07
H -2.55836 -0.99467 2.47717 0.09 0.16 -0.01
H -4.28501 0.27928 1.24092 0.06 -0.12 -0.15
H -2.99599 -0.25802 0.16169 -0.16 -0.02 0.05
H -2.23857 2.40339 1.06559 -0.09 0.06 0.01
H -3.92956 2.45906 0.63926 0.08 0.01 0.06
H -2.74113 2.95229 -1.34232 0.06 -0.25 -0.11
H -3.40099 1.32256 -1.54026 0.18 0.04 -0.02
H -0.67726 2.21218 -1.20226 -0.18 -0.21 -0.19
H -1.28191 1.12093 -2.24807 0.15 0.18 0.39
I 3.41883 3.26842 3.60979 -0.21 -0.15 -0.66
C 2.80821 2.83689 1.63769 -0.01 -0.12 0.42
C 3.41415 3.43244 0.52794 -0.23 -0.29 0.31
C 2.94714 3.08698 -0.72898 -0.26 -0.26 -0.13
C 1.89960 2.18257 -0.85571 0.30 0.31 -0.28
N 1.31701 1.58449 0.20308 0.32 0.23 -0.09
C 1.78530 1.91303 1.41894 0.37 0.39 0.59
H 4.23182 4.12799 0.65486 0.02 0.06 -0.04
H 3.40338 3.49938 -1.61519 -0.04 0.09 -0.11
H 1.52729 1.92475 -1.84587 0.10 0.04 0.18
H 1.34107 1.43506 2.28889 0.01 0.02 -0.15
```
Forces are in eV/Å.

---

Record 2
Entry from the Open Molecules 2025 dataset: 5 unconnected molecules or ions with the total composition C15H30N8O10 in a non-equilibrium geometry (ωB97M-V/def2-TZVPD).

Kohn-Sham gap: 7.19 eV
SMILES: CCCOCC1=C(COC(C)=O)C(=O)OC1=O.NC(N)=O.NC(N)=O.NC(N)=O.NC(N)=O
E: -1779.85480 Ha

Structure (XYZ):
```
63
Properties=species:S:1:pos:R:3:forces:R:3
C -7.17980 0.43358 -2.66179 0.06 -0.48 1.40
C -5.78390 1.24802 -2.93645 -0.93 0.54 0.37
C -4.47557 0.30827 -3.23801 0.62 1.62 -0.57
O -4.71919 -1.14141 -3.18542 0.98 1.03 1.73
C -4.65003 -1.67384 -1.81586 -1.16 -0.70 0.34
C -3.58245 -2.89875 -1.59711 5.12 -0.97 2.56
C -2.31560 -2.83533 -0.78476 -2.01 0.67 -1.44
C -1.68992 -1.53970 0.06316 -1.74 -1.70 0.52
O -0.22097 -1.55467 -0.01682 -0.57 3.69 -1.97
C 0.31622 -0.37350 -0.70997 5.51 2.15 2.51
C -0.28036 0.32337 -2.06875 -0.75 0.26 0.36
O 1.45323 0.16024 -0.18600 -7.19 -3.73 -3.30
C -1.48935 -4.26603 -0.72535 2.46 -0.27 1.71
O -0.32837 -4.59004 -0.14737 -8.39 1.99 -4.26
O -2.40839 -5.16907 -1.45044 -0.15 1.90 -0.37
C -3.56412 -4.46062 -2.09464 -3.99 -0.37 -3.27
O -4.45321 -4.97092 -2.95203 6.59 2.81 6.14
H -7.26928 -0.59066 -3.24628 0.16 2.41 0.93
H -7.16948 0.13077 -1.50752 -0.14 0.54 -2.43
H -8.13759 1.12297 -2.78852 2.19 -1.53 0.01
H -6.02032 2.03133 -3.80475 0.95 -1.82 1.78
H -5.54999 1.87043 -1.95707 -0.56 -1.14 -2.10
H -4.06772 0.62731 -4.31382 -0.94 -1.28 2.26
H -3.61285 0.64424 -2.48475 -1.78 -0.98 -1.43
H -5.72980 -2.12027 -1.57840 2.40 0.88 -0.39
H -4.44766 -0.79739 -1.05159 -0.15 -1.97 -1.43
H -2.19212 -0.52056 -0.21674 1.12 -2.05 0.26
H -1.99235 -1.75570 1.19759 0.91 0.50 -2.43
H -0.12488 -0.31107 -3.04322 -0.13 0.98 2.16
H 0.23880 1.37260 -2.18688 -0.87 -2.37 0.42
H -1.44144 0.52851 -1.97685 2.40 -0.57 -0.12
N 1.22962 0.20258 2.83788 -0.23 -0.02 -1.09
C 1.53625 0.87516 3.96188 0.00 0.03 -0.15
N 1.36888 0.17245 5.09670 -0.01 -0.25 1.45
O 1.93414 2.02933 3.95265 -0.06 0.61 0.11
H 0.90060 -0.74805 2.82523 0.14 0.15 -0.04
H 1.34163 0.69517 1.96143 0.04 -0.37 0.15
H 1.58849 0.64184 5.96561 -0.08 -0.26 -0.32
H 1.04240 -0.77865 5.12443 0.09 0.18 -0.02
N 5.36291 -2.07619 -0.35597 1.23 0.82 0.67
C 4.62347 -2.90246 -1.11774 0.16 -0.91 -0.66
N 3.30091 -2.65875 -1.08492 -1.46 -0.01 -0.31
O 5.11299 -3.80031 -1.78462 0.01 0.10 0.04
H 4.97810 -1.33123 0.19996 -0.04 -0.26 0.13
H 6.36346 -2.22529 -0.35226 -0.25 0.00 0.15
H 2.70822 -3.25805 -1.64449 0.23 0.19 0.28
H 2.87927 -1.92425 -0.54209 0.03 -0.05 -0.01
N 6.37681 0.64002 -1.44505 -1.13 -0.58 -0.09
C 7.59817 1.05927 -1.06782 0.31 -0.37 0.41
N 7.98307 2.22520 -1.61744 0.88 1.27 -0.36
O 8.30000 0.43258 -0.28988 0.02 -0.10 0.09
H 5.78418 1.14214 -2.08440 0.15 -0.09 0.11
H 6.04876 -0.23349 -1.05428 0.07 0.28 -0.42
H 8.89621 2.57648 -1.35985 -0.37 -0.12 -0.12
H 7.41919 2.75563 -2.25980 0.11 -0.12 0.14
N 0.34914 4.57252 6.19495 0.81 -0.23 1.33
C -0.57306 5.01815 5.32274 -0.49 0.49 0.10
N -0.51243 4.44820 4.10573 -0.38 -0.37 -1.45
O -1.39788 5.87041 5.61227 -0.14 0.13 0.06
H 1.03638 3.87146 5.97515 -0.06 0.08 -0.14
H 0.33825 4.97568 7.12268 0.00 -0.15 -0.40
H -1.18906 4.75538 3.41916 0.30 -0.09 0.33
H 0.15935 3.74496 3.84861 0.13 -0.01 0.08
```
Forces are in eV/Å.

---

Record 3
Entry from the Open Molecules 2025 dataset: 5 unconnected molecules or ions with the total composition C15H30O15 in a non-equilibrium geometry (ωB97M-V/def2-TZVPD).

Kohn-Sham gap: 10.49 eV
SMILES: COC(=O)OC.COC(=O)OC.COC(=O)OC.COC(=O)OC.COC(=O)OC
E: -1717.85049 Ha

Structure (XYZ):
```
60
Properties=species:S:1:pos:R:3:forces:R:3
C 25.36800 52.12100 0.32500 3.23 3.10 -0.06
O 24.97800 51.86800 1.70800 5.11 -1.85 -0.52
C 23.87100 52.17000 2.18600 -8.12 5.40 -5.13
O 22.94300 52.67300 1.41700 2.53 -1.72 1.95
O 23.64800 52.15000 3.43500 3.44 -1.68 2.16
C 22.66000 52.80600 4.15300 0.68 -0.41 3.81
H 25.76000 53.32600 0.15200 -1.96 -3.20 0.72
H 24.60800 51.80900 -0.33700 -0.90 0.04 -0.63
H 26.37700 51.64300 0.02400 -1.87 -0.05 1.35
H 21.73600 52.48900 3.82100 -2.12 -0.73 -0.53
H 22.63700 53.89500 4.16300 0.70 -0.01 -0.42
H 22.86600 52.40700 5.28900 -0.76 1.16 -2.82
C 26.23200 47.89800 -2.36100 0.80 -4.14 0.75
O 26.01100 48.12100 -0.89700 4.47 0.37 -2.39
C 24.82900 48.17600 -0.52100 -5.74 0.88 2.19
O 23.83400 47.96700 -1.19300 0.48 0.03 -0.02
O 24.71200 48.57000 0.80800 1.46 0.58 -0.63
C 23.38300 48.88500 1.26100 0.47 4.26 0.52
H 25.72700 46.80000 -2.56600 1.73 2.63 0.39
H 27.39500 47.91800 -2.52200 -2.55 -0.11 0.48
H 25.70300 48.52200 -3.04600 -0.36 1.08 0.23
H 22.88900 48.12400 0.87700 -3.19 -3.79 -0.73
H 22.84000 49.77600 0.64700 1.83 -1.37 1.69
H 23.29700 49.02100 2.42000 0.62 -0.31 -2.45
C 21.01400 58.33700 5.33100 3.30 -0.86 -1.89
O 21.11200 57.03800 4.76800 -0.23 -1.70 -1.79
C 20.92400 56.92700 3.41900 0.85 2.19 -2.01
O 20.87600 57.89900 2.65500 -0.22 -1.69 1.84
O 20.92100 55.65700 2.96200 0.39 0.27 0.53
C 20.90000 55.45800 1.49900 1.87 0.32 -0.29
H 20.85200 58.15900 6.31000 1.09 -0.70 3.79
H 20.10200 58.68900 5.20200 -4.13 2.32 -2.15
H 21.83900 59.01100 5.04100 -0.55 -0.41 0.29
H 20.49600 54.47100 1.35800 0.45 -0.62 0.21
H 21.97600 55.57000 0.92900 -2.75 -0.11 1.87
H 20.14400 56.09400 1.09400 -0.02 0.92 -0.39
C 26.19000 58.44500 -0.52700 0.19 -1.81 -2.97
O 24.89300 57.92600 -0.54200 -4.37 -2.82 -1.37
C 24.61900 56.77100 -1.28400 3.63 -1.06 -2.34
O 25.61500 56.18700 -1.75100 -2.29 0.62 1.15
O 23.34400 56.36100 -1.63600 0.80 2.74 1.19
C 23.19300 55.00600 -2.11300 1.42 0.14 -1.89
H 25.97700 59.23400 0.01500 -0.04 4.02 3.27
H 26.53000 58.85500 -1.47000 -0.09 -0.46 -0.64
H 26.91300 57.80200 -0.13500 0.99 -1.08 0.72
H 23.42900 54.50000 -1.25600 0.62 -2.24 1.87
H 23.92600 54.71500 -2.93600 -1.00 0.74 1.03
H 22.17700 54.71100 -2.40000 0.13 1.09 0.03
C 19.58800 53.83400 -4.30800 -6.01 -0.20 -2.01
O 19.65000 52.67500 -3.45100 -1.95 2.08 0.56
C 20.82800 52.12100 -3.27800 -0.82 -1.56 0.55
O 21.74800 52.40900 -3.95100 2.86 0.42 -0.79
O 20.76800 51.11000 -2.36900 -2.36 3.37 -0.74
C 21.91400 50.40400 -2.14300 -3.93 -3.42 0.78
H 19.48600 53.58300 -5.36800 0.06 -0.83 0.29
H 20.17800 54.62700 -4.37000 4.47 2.36 1.21
H 18.59100 54.70900 -4.27100 1.82 -3.57 1.00
H 22.68700 50.82900 -1.74700 4.09 3.56 3.09
H 22.28900 50.10600 -3.02100 1.16 -2.04 -3.47
H 21.55800 49.60300 -1.48500 0.61 -0.17 -0.43
```
Forces are in eV/Å.

---

Record 4
Entry from the Open Molecules 2025 dataset: a molecular structure, C15H31AlF3O23S6 in a non-equilibrium geometry (ωB97M-V/def2-TZVPD).

Kohn-Sham gap: 7.50 eV
Total charge: -1
E: -5251.79285 Ha

Structure (XYZ):
```
79
Properties=species:S:1:pos:R:3:forces:R:3
C 2.77988 -1.63289 -2.91813 0.36 0.49 -0.33
C 4.10155 -0.93394 -2.61928 -0.34 -0.36 1.14
C 4.48123 -1.05079 -1.13273 0.48 -0.57 -0.92
C 5.84610 -0.36158 -0.89213 0.17 -0.71 0.65
O 5.89198 0.44806 0.25771 -0.67 1.03 -0.61
Al 4.65636 1.78058 0.28944 0.15 -1.90 0.64
S 5.47658 3.88148 -0.35600 -0.92 2.05 0.27
O 4.50158 4.61134 -1.16230 -0.19 -0.66 -1.09
O 5.79977 4.71137 0.79831 1.21 -0.55 0.61
C 7.01582 3.81401 -1.42113 -1.27 -0.20 0.67
F 7.52999 4.99074 -1.65065 0.56 1.37 -0.11
F 7.90747 3.06036 -0.81562 1.00 -0.69 0.43
F 6.71777 3.26873 -2.58832 -0.17 -0.60 -0.91
H 1.99836 -1.16114 -2.31961 -0.10 -0.13 -0.02
H 2.80068 -2.70354 -2.70888 0.05 0.01 0.08
H 2.54797 -1.49229 -3.97304 -0.24 -0.15 0.02
H 4.01037 0.13473 -2.82819 0.15 -0.05 -0.35
H 4.91775 -1.39754 -3.18063 -0.03 0.30 -0.29
H 3.68512 -0.68163 -0.49057 0.09 0.22 0.00
H 4.57612 -2.12793 -0.93952 0.00 0.08 0.26
H 6.16806 0.15231 -1.81461 -0.18 0.23 0.15
H 6.58450 -1.16843 -0.74941 0.04 0.14 -0.09
H 3.40119 1.47380 -0.60496 0.51 0.33 -0.64
H 4.18515 1.95156 1.77159 0.33 0.50 -0.11
C -0.10651 1.79903 -4.45439 0.16 0.12 -0.45
C -1.56606 1.54044 -4.76685 -0.19 0.29 0.37
O -1.68199 0.11150 -4.79269 0.34 -0.01 -0.04
S -0.64563 -0.51963 -3.73662 0.36 0.57 -0.27
O -1.33449 -0.79241 -2.52491 0.16 -0.16 -0.07
O 0.12636 -1.49803 -4.40756 -0.44 -0.26 0.03
O 0.24603 0.78764 -3.50762 -0.46 -0.15 0.11
H 0.51994 1.67299 -5.34004 -0.02 0.02 0.00
H 0.06110 2.78605 -4.03085 0.08 -0.13 0.22
H -1.87213 1.96360 -5.71994 -0.01 -0.25 -0.09
H -2.21514 1.92075 -3.97438 0.03 0.05 -0.02
C -2.96171 -1.96490 0.71193 0.47 -0.13 -0.12
C -3.49095 -1.77065 -0.68883 -0.02 0.53 0.10
O -4.45868 -2.82541 -0.85926 -0.03 -0.38 0.45
S -5.15623 -3.13684 0.54483 0.87 0.71 -0.29
O -6.39695 -2.43798 0.59624 -0.28 -0.33 0.22
O -5.07124 -4.53059 0.79280 -0.41 -0.17 -0.01
O -4.11393 -2.36703 1.48106 -0.50 -0.05 -0.24
H -2.22487 -2.76862 0.75282 -0.01 0.00 -0.01
H -2.52695 -1.05746 1.12126 -0.21 -0.07 0.11
H -2.71225 -1.83608 -1.43732 -0.18 -0.25 -0.05
H -4.01065 -0.81489 -0.78788 0.04 0.00 0.00
C 4.81699 1.14131 6.80179 0.09 -0.36 0.23
C 5.80064 0.93196 5.66836 0.18 0.51 -0.10
O 5.04873 0.25746 4.65985 -0.35 -0.23 0.37
S 3.52080 0.74937 4.70441 0.46 0.09 -0.02
O 3.33979 1.75729 3.73206 -0.64 0.06 0.53
O 2.68792 -0.39562 4.78390 -0.08 -0.06 -0.07
O 3.58010 1.45347 6.15992 0.18 0.04 -0.22
H 4.68127 0.22605 7.38389 0.05 0.01 0.00
H 5.11273 1.95149 7.46450 -0.17 0.11 -0.09
H 6.65832 0.33380 5.96547 -0.09 -0.18 -0.16
H 6.14569 1.88381 5.25733 0.02 0.00 0.05
C -10.15216 -3.71371 0.98360 0.19 -0.39 0.30
C -9.32350 -3.97015 -0.25378 0.29 0.52 -0.08
O -10.20093 -4.69225 -1.13283 -0.40 -0.14 0.35
S -11.70918 -4.19981 -0.90065 0.60 0.10 0.27
O -12.03477 -3.23426 -1.88608 -0.28 0.02 -0.07
O -12.52106 -5.33763 -0.66820 -0.16 -0.08 -0.18
O -11.46978 -3.43326 0.49030 0.07 0.04 -0.39
H -10.20605 -4.60109 1.61797 0.02 0.01 -0.01
H -9.77741 -2.87599 1.56550 -0.18 0.12 -0.09
H -8.42958 -4.54984 -0.04216 -0.09 -0.16 -0.15
H -9.04304 -3.03603 -0.74324 0.06 -0.01 0.05
C 0.17583 3.19412 2.33860 0.39 0.47 -0.09
C -0.94829 3.55748 1.38917 -0.34 -0.11 0.32
O -0.65836 2.82962 0.19242 0.23 -0.08 0.08
S 0.06458 1.44050 0.57680 0.32 0.44 0.36
O -0.91795 0.40880 0.59401 0.06 -0.08 -0.04
O 1.26234 1.34390 -0.16584 -0.70 -0.34 -0.24
O 0.42334 1.80810 2.09391 -0.57 -0.17 -0.20
H 1.08843 3.74998 2.11250 -0.01 -0.01 0.01
H -0.09428 3.35057 3.38016 0.02 -0.25 0.02
H -0.99397 4.62379 1.18311 0.10 -0.06 -0.23
H -1.91564 3.21793 1.77007 0.01 0.04 0.03
```
Forces are in eV/Å.